Formula: C5H10O
Source: OMol25
Level of theory: ωB97M-V/def2-TZVPD

Each line ends with the natural charge from an NBO analysis.
Cartesian coordinates (Å):
C (-0.707, 1.713, -1.530)  -0.61
C (-0.296, 1.183, -0.190)  -0.49
C (0.024, -0.269, -0.299)  0.47
O (-0.523, -1.066, -1.054)  -0.62
C (0.928, -0.713, 0.727)  -0.39
C (0.322, -1.952, 1.417)  -0.62
H (-1.316, 0.938, -2.003)  0.24
H (-1.264, 2.641, -1.429)  0.21
H (0.184, 1.872, -2.148)  0.20
H (0.504, 1.752, 0.300)  0.21
H (-1.122, 1.126, 0.536)  0.23
H (1.427, -0.005, 1.390)  0.22
H (1.496, -0.450, -0.429)  0.27
H (-0.780, -1.835, 1.399)  0.22
H (0.514, -2.847, 0.843)  0.24
H (0.607, -2.089, 2.470)  0.22

## Properties
Lowest unoccupied orbital energy = 0.9 eV
Molecular weight = 86.1 g mol⁻¹
Charge = 0
E_tot = -271.6635 Eh
Energy above the lowest of the compared OMol25 structures with the same formula, charge and spin = 233.88 kJ/mol